No. 1
This record from the Open Molecules 2025 dataset describes a 12-piece molecular cluster, C28H66O12 overall. The level of theory is ωB97M-V with the def2-TZVPD basis set.

Summary:
energy relative to the best compared isomer or geometry (same formula, charge and spin): 0.0 kcal per mole
frontier orbital gap: 0.3477 hartree
lowest unoccupied orbital energy: 0.1 eV
SMILES string: C1CCOC1.C1CCOC1.C1CCOC1.C1CCOC1.C1CCOC1.C1CCOC1.C1CCOC1.O.O.O.O.O
calculated total energy: -2009.2038 a.u.

Last column: Löwdin charge in e.
Geometry (Å):
C 0.24 0.40 6.08  -0.16
C -1.03 0.83 5.35  -0.17
C -1.03 0.02 4.05  -0.18
O -0.03 -1.01 4.25  -0.16
C 0.40 -1.03 5.61  -0.21
H 0.21 0.54 7.16  0.11
H 1.10 0.95 5.71  0.11
H -0.93 1.90 5.15  0.10
H -1.90 0.63 5.96  0.11
H -0.63 0.60 3.21  0.08
H -2.02 -0.40 3.84  0.12
H 1.40 -1.45 5.66  0.11
H -0.23 -1.75 6.15  0.12
C -2.54 1.04 -4.62  -0.18
C -2.94 2.49 -4.40  -0.17
C -4.46 2.39 -4.52  -0.22
O -4.68 1.46 -5.57  -0.14
C -3.58 0.54 -5.63  -0.18
H -2.66 0.50 -3.67  0.09
H -1.50 0.91 -4.91  0.11
H -2.59 3.09 -5.24  0.12
H -2.67 2.93 -3.44  0.11
H -4.96 3.35 -4.66  0.12
H -4.93 2.01 -3.60  0.11
H -3.19 0.62 -6.65  0.12
H -3.92 -0.47 -5.39  0.11
C 1.32 -1.50 0.14  -0.13
C -0.13 -1.00 0.28  -0.11
C -0.26 -0.08 -0.94  -0.18
O 1.06 0.40 -1.22  -0.17
C 1.87 -0.73 -1.09  -0.22
H 1.38 -2.59 0.13  0.11
H 2.00 -1.26 0.96  0.08
H -0.16 -0.35 1.15  0.08
H -0.89 -1.77 0.27  0.12
H -0.98 0.74 -0.85  0.11
H -0.64 -0.62 -1.82  0.11
H 2.94 -0.53 -0.92  0.12
H 1.91 -1.41 -1.96  0.11
C 0.31 -4.51 -2.19  -0.18
C 1.67 -5.18 -2.21  -0.17
C 1.87 -5.46 -3.72  -0.20
O 0.59 -5.44 -4.34  -0.14
C -0.40 -5.26 -3.32  -0.20
H 0.31 -3.43 -2.34  0.09
H -0.31 -4.63 -1.29  0.12
H 1.70 -6.15 -1.70  0.11
H 2.49 -4.62 -1.77  0.10
H 2.50 -6.34 -3.88  0.11
H 2.41 -4.59 -4.13  0.11
H -0.77 -6.21 -2.90  0.12
H -1.23 -4.71 -3.74  0.10
C 1.26 3.24 0.82  -0.15
C 0.97 4.23 1.94  -0.14
C 1.38 3.48 3.22  -0.19
O 2.43 2.62 2.78  -0.13
C 1.93 2.09 1.56  -0.21
H 1.93 3.69 0.09  0.11
H 0.42 2.88 0.22  0.09
H -0.07 4.54 1.97  0.09
H 1.61 5.11 1.94  0.11
H 0.56 2.84 3.58  0.10
H 1.72 4.15 3.99  0.12
H 1.18 1.33 1.87  0.10
H 2.68 1.59 0.95  0.12
C -2.56 2.43 1.47  -0.15
C -2.90 3.90 1.72  -0.16
C -4.42 3.89 1.67  -0.19
O -4.70 3.01 0.57  -0.15
C -3.81 1.92 0.70  -0.20
H -2.47 1.84 2.38  0.09
H -1.67 2.28 0.87  0.08
H -2.55 4.48 0.87  0.12
H -2.53 4.28 2.68  0.11
H -4.86 4.87 1.48  0.12
H -4.93 3.41 2.52  0.13
H -3.64 1.46 -0.27  0.11
H -4.28 1.12 1.31  0.12
C 4.62 -1.10 2.43  -0.16
C 3.80 -0.78 3.68  -0.16
C 4.92 -0.29 4.62  -0.18
O 5.83 0.42 3.78  -0.15
C 5.86 -0.16 2.49  -0.19
H 4.05 -0.88 1.53  0.08
H 4.92 -2.15 2.48  0.11
H 3.33 -1.65 4.14  0.10
H 3.11 0.05 3.52  0.10
H 5.45 -1.13 5.08  0.12
H 4.59 0.48 5.31  0.12
H 6.71 -0.83 2.42  0.11
H 5.79 0.60 1.71  0.11
O 2.22 2.45 -2.93  -0.06
H 1.63 2.00 -2.30  0.01
H 3.02 1.91 -2.93  0.04
O 1.55 -0.02 -4.39  -0.04
H 1.16 0.67 -3.84  0.03
H 2.41 -0.18 -4.00  0.05
O -0.07 -2.23 -4.93  -0.06
H 0.40 -2.85 -5.50  0.05
H 0.60 -1.54 -4.70  0.01
O -2.38 -2.27 -3.13  -0.07
H -3.07 -2.81 -3.53  0.04
H -1.68 -2.23 -3.81  0.00
O -4.20 -3.66 -0.68  -0.06
H -5.09 -3.30 -0.71  0.03
H -3.65 -3.03 -1.17  0.00

No. 2
This record from the Open Molecules 2025 dataset describes a 10-piece molecular cluster, C28H67N9O10 overall. The level of theory is ωB97M-V with the def2-TZVPD basis set.

Summary:
energy relative to the best compared isomer or geometry (same formula, charge and spin): 12.0 kcal per mole
frontier orbital gap: 0.3345 hartree
lowest unoccupied orbital energy: 0.5 eV
SMILES string: CNC(C)=O.CNC(C)=O.CNC(C)=O.CNC(C)=O.CNC(C)=O.CNC(C)=O.CNC(C)=O.CNC(C)=O.CNC(C)=O.CO
calculated total energy: -2352.3756 a.u.

Last column: Löwdin charge in e.
Geometry (Å):
C -3.76 -2.06 2.54  -0.18
O -2.64 -1.31 2.99  -0.13
H -4.31 -2.56 3.34  0.07
H -4.55 -1.47 2.07  0.06
H -3.44 -2.82 1.83  0.07
H -2.43 -0.69 2.29  0.00
C -5.13 -0.31 -1.36  -0.01
C -6.38 0.33 -0.76  -0.54
O -6.46 1.57 -0.67  0.01
N -7.37 -0.53 -0.49  0.00
C -8.74 -0.20 -0.01  -0.05
H -5.32 -1.14 -2.03  0.07
H -4.51 -0.64 -0.52  0.06
H -4.51 0.37 -1.95  0.08
H -7.17 -1.50 -0.67  0.13
H -8.72 0.65 0.66  0.08
H -9.06 -1.05 0.60  0.07
H -9.49 -0.04 -0.78  0.08
C -0.24 3.88 -1.26  0.02
C -0.78 3.97 -2.71  -0.53
O -1.15 2.96 -3.28  0.01
N -0.64 5.12 -3.35  0.03
C -1.08 5.40 -4.71  -0.06
H 0.72 3.39 -1.14  0.07
H -1.00 3.35 -0.68  0.08
H -0.13 4.86 -0.79  0.07
H -0.31 5.84 -2.72  0.13
H -1.29 6.46 -4.86  0.08
H -2.01 4.93 -5.04  0.09
H -0.38 5.15 -5.50  0.06
C 4.62 1.40 -0.14  0.00
C 3.50 0.97 -1.02  -0.52
O 2.34 1.32 -0.70  -0.01
N 3.77 0.14 -2.03  0.02
C 2.77 -0.37 -2.93  -0.06
H 5.48 1.67 -0.75  0.08
H 4.89 0.66 0.60  0.10
H 4.41 2.35 0.36  0.08
H 4.71 -0.16 -2.22  0.14
H 2.00 0.37 -3.12  0.08
H 2.20 -1.24 -2.59  0.07
H 3.33 -0.68 -3.82  0.09
C 3.47 -1.11 7.96  -0.01
C 2.65 -0.71 6.77  -0.60
O 2.97 -1.08 5.67  0.07
N 1.56 -0.02 7.06  0.01
C 0.60 0.52 6.13  -0.05
H 3.45 -2.14 8.33  0.08
H 3.38 -0.47 8.84  0.07
H 4.54 -1.13 7.72  0.08
H 1.40 0.10 8.05  0.13
H 0.47 -0.12 5.26  0.08
H 0.79 1.53 5.79  0.07
H -0.34 0.53 6.69  0.09
C -0.12 -3.59 -4.65  0.02
C -0.35 -3.75 -3.18  -0.53
O 0.40 -3.31 -2.30  0.00
N -1.42 -4.46 -2.85  0.03
C -1.96 -4.51 -1.50  -0.06
H 0.86 -3.87 -5.05  0.09
H -0.30 -2.55 -4.89  0.07
H -0.88 -4.07 -5.26  0.08
H -1.85 -5.11 -3.50  0.14
H -1.91 -5.48 -1.01  0.08
H -3.02 -4.27 -1.53  0.08
H -1.50 -3.76 -0.85  0.08
C 0.89 -6.17 -0.01  -0.01
C 1.15 -4.96 0.85  -0.55
O 1.41 -5.17 2.04  0.01
N 1.15 -3.73 0.32  0.02
C 1.47 -2.48 1.01  -0.04
H 1.71 -6.85 -0.22  0.09
H 0.34 -5.89 -0.91  0.04
H 0.08 -6.78 0.38  0.08
H 0.94 -3.70 -0.66  0.06
H 1.79 -1.73 0.29  0.07
H 2.34 -2.67 1.65  0.09
H 0.63 -2.10 1.59  0.08
C 5.10 1.59 5.69  0.00
C 4.39 2.38 4.61  -0.55
O 4.68 2.16 3.44  0.03
N 3.45 3.22 5.05  0.01
C 2.48 3.81 4.18  -0.08
H 6.06 2.06 5.90  0.08
H 5.27 0.55 5.42  0.09
H 4.52 1.61 6.61  0.06
H 3.38 3.35 6.05  0.14
H 1.52 3.32 4.33  0.07
H 2.71 3.63 3.13  0.08
H 2.44 4.89 4.31  0.08
C -1.34 0.40 -5.24  0.01
C -0.42 1.15 -6.18  -0.57
O -0.42 0.88 -7.37  0.04
N 0.33 2.12 -5.66  0.02
C 1.16 2.96 -6.47  -0.09
H -1.43 -0.64 -5.56  0.07
H -2.36 0.79 -5.27  0.09
H -0.94 0.46 -4.24  0.05
H 0.18 2.49 -4.73  0.09
H 2.03 2.38 -6.80  0.08
H 1.45 3.84 -5.90  0.08
H 0.70 3.31 -7.40  0.09
C -0.88 -0.17 -1.38  0.04
C -0.94 0.19 0.15  -0.49
O -2.03 0.07 0.74  -0.02
N 0.17 0.48 0.81  0.02
C 0.41 0.81 2.21  -0.03
H 0.17 -0.38 -1.59  0.05
H -1.27 0.70 -1.90  0.06
H -1.46 -1.08 -1.53  0.07
H 1.00 0.51 0.24  0.06
H 0.23 0.01 2.92  0.07
H -0.29 1.61 2.45  0.09
H 1.40 1.23 2.35  0.08

No. 3
This record from the Open Molecules 2025 dataset describes a 7-piece molecular cluster, C28H68FO18PS6 overall. The level of theory is ωB97M-V with the def2-TZVPD basis set.

Summary:
frontier orbital gap: 0.3140 hartree
lowest unoccupied orbital energy: 0.4 eV
SMILES string: C#CC[PH2](CCCCC)[C@H](C)F.CCOS(C)(=O)=O.CCOS(C)(=O)=O.CCOS(C)(=O)=O.CCOS(C)(=O)=O.CCOS(C)(=O)=O.CCOS(C)(=O)=O
calculated total energy: -5292.0285 a.u.

Last column: Löwdin charge in e.
Geometry (Å):
C 2.28 0.25 0.25  0.05
C 1.39 1.04 0.56  -0.17
C 0.42 2.27 0.72  -0.28
P 1.36 3.88 0.28  0.82
C 1.12 3.62 -1.58  -0.39
C 2.12 4.43 -2.52  -0.26
C 2.30 5.97 -2.16  -0.22
C 3.79 6.43 -2.57  -0.24
C 4.86 5.84 -1.52  -0.12
C 1.77 4.25 2.14  -0.48
C 3.00 5.28 2.18  -0.12
F 2.28 3.06 2.80  -0.13
H 3.20 -0.27 -0.13  0.04
H -0.52 2.15 0.09  0.10
H 0.07 2.26 1.80  0.06
H 0.70 5.16 0.14  0.04
H 2.79 3.73 0.07  0.06
H 1.33 2.51 -1.78  0.07
H 0.01 3.75 -1.87  0.09
H 3.11 3.84 -2.55  0.08
H 1.68 4.39 -3.57  0.11
H 2.20 6.22 -1.06  0.07
H 1.61 6.58 -2.83  0.11
H 4.00 6.09 -3.63  0.10
H 3.88 7.57 -2.53  0.10
H 4.48 4.82 -1.18  0.05
H 4.90 6.50 -0.58  0.07
H 5.89 5.71 -1.96  0.07
H 0.87 4.65 2.70  0.11
H 2.84 6.18 1.51  0.06
H 3.18 5.62 3.25  0.08
H 3.94 4.75 1.85  0.08
O 4.54 1.36 -5.52  -0.28
S 5.23 1.71 -4.31  0.59
O 4.98 2.95 -3.63  -0.29
O 6.81 1.55 -4.54  -0.26
C 7.42 2.26 -5.63  -0.26
C 7.57 3.74 -5.32  -0.07
C 5.03 0.40 -3.15  -0.11
H 6.85 2.10 -6.55  0.12
H 8.40 1.82 -5.78  0.12
H 6.60 4.23 -5.24  0.07
H 8.14 4.24 -6.10  0.08
H 8.09 3.88 -4.36  0.09
H 5.25 -0.55 -3.64  0.06
H 4.00 0.41 -2.80  0.07
H 5.71 0.56 -2.31  0.08
O -3.63 1.63 6.58  -0.28
S -3.64 2.12 5.23  0.59
O -3.36 1.25 4.12  -0.28
O -2.67 3.41 5.13  -0.27
C -1.32 3.28 5.57  -0.26
C -0.47 2.52 4.57  -0.08
C -5.16 2.96 4.92  -0.12
H -1.28 2.81 6.56  0.12
H -0.92 4.29 5.68  0.12
H -0.78 1.48 4.49  0.08
H 0.58 2.53 4.86  0.08
H -0.56 2.96 3.57  0.05
H -5.36 3.65 5.74  0.08
H -5.95 2.21 4.86  0.04
H -5.08 3.49 3.97  0.08
O 5.71 -5.24 -5.54  -0.29
S 6.15 -4.67 -6.79  0.59
O 7.34 -3.88 -6.90  -0.27
O 4.92 -3.85 -7.45  -0.26
C 4.30 -2.82 -6.67  -0.25
C 5.16 -1.57 -6.60  -0.07
C 6.23 -5.95 -8.00  -0.11
H 4.06 -3.19 -5.67  0.12
H 3.36 -2.58 -7.16  0.13
H 6.08 -1.75 -6.05  0.07
H 4.62 -0.76 -6.11  0.05
H 5.44 -1.25 -7.61  0.09
H 5.31 -6.54 -7.96  0.08
H 7.08 -6.58 -7.77  0.07
H 6.36 -5.50 -8.99  0.08
O -7.66 0.77 4.24  -0.28
S -8.68 -0.17 3.85  0.60
O -9.23 -0.18 2.52  -0.27
O -9.89 -0.10 4.91  -0.26
C -10.50 1.17 5.16  -0.26
C -11.42 1.58 4.02  -0.07
C -8.14 -1.80 4.24  -0.12
H -9.75 1.93 5.35  0.11
H -11.09 1.06 6.07  0.12
H -10.86 1.77 3.11  0.07
H -11.97 2.49 4.28  0.08
H -12.14 0.78 3.80  0.08
H -7.75 -1.82 5.25  0.08
H -7.34 -2.07 3.53  0.08
H -8.97 -2.49 4.12  0.07
O 11.65 -7.86 -4.29  -0.28
S 10.64 -8.80 -4.68  0.59
O 10.11 -8.82 -6.01  -0.28
O 9.43 -8.74 -3.63  -0.27
C 8.81 -7.47 -3.39  -0.25
C 7.89 -7.06 -4.53  -0.09
C 11.19 -10.44 -4.29  -0.12
H 9.56 -6.70 -3.19  0.12
H 8.21 -7.58 -2.48  0.12
H 8.46 -6.86 -5.44  0.07
H 7.34 -6.16 -4.28  0.06
H 7.18 -7.86 -4.76  0.09
H 11.57 -10.44 -3.26  0.07
H 11.99 -10.70 -4.98  0.08
H 10.36 -11.13 -4.40  0.07
O -13.70 -0.31 6.26  -0.28
S -14.62 -1.39 6.52  0.59
O -15.85 -1.17 7.22  -0.27
O -13.82 -2.59 7.24  -0.26
C -13.09 -2.31 8.44  -0.26
C -14.01 -2.15 9.63  -0.08
C -14.97 -2.22 5.01  -0.12
H -12.46 -1.42 8.30  0.11
H -12.42 -3.15 8.60  0.12
H -14.64 -1.27 9.54  0.07
H -13.43 -2.05 10.55  0.08
H -14.67 -3.01 9.72  0.09
H -14.04 -2.43 4.49  0.07
H -15.60 -1.57 4.41  0.08
H -15.51 -3.15 5.23  0.08